Version P
Entry from OMol25: the ion C5H9N2O with charge +1 (ωB97M-V with the def2-TZVPD basis set).

```
17
Properties=species:S:1:pos:R:3:lowdin_charge:R:1
C -0.243 -0.279 -1.369 -0.011
C -0.451 0.985 -1.238 0.075
C 0.044 -1.210 -0.215 -0.088
C -0.752 2.349 -1.477 -0.022
C 0.758 -1.126 2.179 0.029
N 0.263 -0.460 0.998 -0.144
N 0.009 0.783 0.957 -0.087
O 0.096 1.577 1.846 0.103
H -0.267 -0.773 -2.338 0.154
H -0.816 -1.884 -0.088 0.154
H 0.916 -1.830 -0.442 0.148
H -0.625 2.572 -2.544 0.130
H -0.067 3.001 -0.926 0.117
H -1.777 2.583 -1.183 0.117
H 0.768 -0.396 2.989 0.100
H 0.120 -1.969 2.444 0.111
H 1.775 -1.487 2.009 0.113
```

Calculated values
**E_HOMO (alpha / beta)**: -14.31 / -14.31 eV
**LUMO level (alpha / beta)**: -5.07 / -5.07 eV
**Net charge**: +1
**Kohn-Sham gap (alpha / beta)**: 9.24 / 9.24 eV

=====

Version Q
Entry from OMol25: the ion C5H9N2O with charge +1 (ωB97M-V with the def2-TZVPD basis set).

```
17
Properties=species:S:1:pos:R:3:lowdin_charge:R:1
C -1.698 -1.458 0.284 -0.010
C -1.867 -0.066 0.302 0.035
C -0.529 -2.078 -0.044 -0.127
C -0.805 0.943 0.299 -0.153
C 0.592 0.277 0.132 -0.357
N 1.702 0.494 0.977 0.031
N 1.091 0.618 -1.307 0.154
O 0.238 -2.907 -0.179 0.267
H -2.477 -2.236 0.408 0.153
H -2.733 0.413 0.525 0.093
H -0.772 1.696 -0.574 0.148
H -0.656 1.564 1.238 0.155
H 2.230 -0.300 1.343 0.089
H 1.822 1.164 1.722 0.085
H 0.369 0.697 -2.031 0.153
H 1.652 -0.093 -1.795 0.153
H 1.841 1.273 -1.297 0.130
```

Calculated values
**E_HOMO**: -11.38 eV
**LUMO level**: -5.04 eV
**Net charge**: +1
**Kohn-Sham gap**: 6.34 eV

=====

Preferred: version Q; penalty for the next structure: 0.150 eV.

=====

Version P
Entry from OMol25: the ion C5H9N2O with charge +1 (ωB97M-V with the def2-TZVPD basis set).

```
17
Properties=species:S:1:pos:R:3:lowdin_charge:R:1
C 0.058 -0.947 -1.608 -0.003
C -0.777 -0.434 -0.619 -0.074
C 1.262 -0.098 0.024 -0.195
C 2.484 0.452 0.738 0.025
C -2.876 0.538 0.517 -0.146
N 1.275 -0.717 -1.207 0.142
N -0.042 0.047 0.335 0.172
O -2.439 -0.536 -0.254 -0.110
H -0.101 -1.338 -2.588 0.147
H 2.270 1.260 1.420 0.085
H 2.945 -0.361 1.437 0.131
H 3.400 0.568 0.200 0.078
H -4.004 0.486 0.503 0.130
H -2.315 1.459 0.136 0.122
H -2.646 0.313 1.538 0.064
H 2.031 -1.068 -1.803 0.208
H -0.527 0.373 1.232 0.224
```

Calculated values
**E_HOMO**: -13.62 eV
**LUMO level**: -3.33 eV
**SMILES string**: COc1c[nH]c(C)[nH+]1
**Net charge**: +1
**Kohn-Sham gap**: 10.30 eV

=====

Version Q
Entry from OMol25: a structure of composition C5H9N2O (ωB97M-V with the def2-TZVPD basis set).

```
17
Properties=species:S:1:pos:R:3:lowdin_charge:R:1
C 0.949 -1.147 0.535 -0.022
C -0.392 -1.035 2.369 -0.041
C 0.355 -0.108 -0.399 -0.204
C 1.222 0.940 -0.987 0.003
C -0.999 -0.523 -0.946 0.016
N 0.593 -1.570 1.669 0.162
N -0.543 0.266 2.191 0.032
O -0.110 0.923 1.144 -0.057
H 1.958 -1.345 0.245 0.138
H -1.012 -1.529 3.033 0.137
H 1.491 1.610 -0.182 0.103
H 0.599 1.681 -1.527 0.116
H 1.980 0.583 -1.657 0.111
H -1.851 -0.537 -0.284 0.099
H -0.813 -1.478 -1.398 0.103
H -1.282 0.239 -1.706 0.113
H -1.057 0.896 2.782 0.189
```

Calculated values
**E_HOMO (alpha / beta)**: -14.34 / -14.34 eV
**LUMO level (alpha / beta)**: -5.51 / -5.51 eV
**Net charge**: +1
**Kohn-Sham gap (alpha / beta)**: 8.83 / 8.83 eV

=====

Version R
Entry from OMol25: the ion C5H9N2O with charge +1 (ωB97M-V with the def2-TZVPD basis set).

```
17
Properties=species:S:1:pos:R:3:lowdin_charge:R:1
C -0.818 -1.344 -0.170 -0.048
C 0.542 -1.378 -0.157 -0.101
C -0.675 0.916 0.578 0.289
C -2.822 0.020 0.163 0.020
C 3.422 0.662 0.222 -0.032
N -1.343 -0.213 0.189 -0.197
N 1.354 -0.384 -0.006 0.063
O 2.584 -0.450 0.360 -0.065
H -1.358 -2.319 -0.360 0.183
H 0.958 -2.395 -0.235 0.157
H -1.102 1.828 0.258 0.061
H -3.462 -0.886 0.157 0.119
H -3.107 0.604 0.960 0.064
H -3.005 0.561 -0.850 0.150
H 4.146 0.346 1.007 0.117
H 3.029 1.676 0.406 0.108
H 4.002 0.695 -0.733 0.113
```

Calculated values
**E_HOMO (alpha / beta)**: -13.44 / -13.45 eV
**LUMO level (alpha / beta)**: -5.88 / -5.89 eV
**Net charge**: +1
**Kohn-Sham gap (alpha / beta)**: 7.56 / 7.56 eV

=====

Preferred: version P; penalty for the next structure: 1.664 eV.

=====

Version P
Entry from OMol25: the molecule C4H4O (ωB97M-V with the def2-TZVPD basis set).

```
9
Properties=species:S:1:pos:R:3:lowdin_charge:R:1
O 2.235 0.440 -0.105 0.066
C 1.081 0.767 -0.190 -0.275
C 0.002 0.369 0.811 -0.164
C -0.804 -0.586 0.050 -0.153
C -1.289 -1.313 -0.777 0.124
H 0.696 1.330 -1.062 0.129
H -0.589 1.243 1.110 0.121
H 0.466 -0.075 1.696 0.122
H -1.708 -1.964 -1.511 0.031
```

Calculated values
**E_HOMO**: -9.94 eV
**LUMO level**: 0.99 eV
**SMILES string**: C#CCC=O
**Kohn-Sham gap**: 10.93 eV

=====

Version Q
Entry from OMol25: the molecule C4H4O (ωB97M-V with the def2-TZVPD basis set).

```
9
Properties=species:S:1:pos:R:3:lowdin_charge:R:1
C -0.407 -1.039 -0.682 -0.187
C 0.751 -1.461 -0.926 0.128
C 0.161 1.212 0.681 -0.112
C -0.802 0.486 -0.156 -0.154
O -1.027 0.588 1.146 0.004
H -1.504 -1.402 -0.589 0.126
H 1.749 -1.345 -1.170 0.018
H 1.054 0.768 1.127 0.121
H 0.024 2.193 0.567 0.055
```

Calculated values
**E_HOMO (alpha / beta)**: -8.49 / -8.63 eV
**LUMO level (alpha / beta)**: -0.38 / -0.37 eV
**Kohn-Sham gap (alpha / beta)**: 8.10 / 8.26 eV

=====

Preferred: version P; penalty for the next structure: 4.748 eV.

=====

Version P
Entry from OMol25: the molecule C4H4O (ωB97M-V with the def2-TZVPD basis set).

```
9
Properties=species:S:1:pos:R:3:lowdin_charge:R:1
O -0.103 1.326 0.315 -0.011
C -0.843 0.610 -0.576 -0.128
C -0.316 -0.616 -0.734 -0.096
C 0.720 -0.736 0.237 -0.097
C 0.845 0.496 0.811 -0.117
H -1.767 1.057 -0.896 0.118
H -0.597 -1.437 -1.377 0.106
H 0.542 -1.678 0.711 0.104
H 1.519 0.978 1.510 0.121
```

Calculated values
**E_HOMO**: -8.83 eV
**LUMO level**: 1.13 eV
**SMILES string**: c1ccoc1
**Kohn-Sham gap**: 9.96 eV

=====

Version Q
Entry from OMol25: the molecule C4H4O (ωB97M-V with the def2-TZVPD basis set).

```
9
Properties=species:S:1:pos:R:3:lowdin_charge:R:1
C -1.645 -0.240 -0.187 -0.079
C 0.853 -0.021 0.562 -0.214
C 0.177 1.052 -0.139 -0.068
C -0.310 -0.505 -0.351 -0.243
O -2.747 0.076 0.068 0.203
H 1.836 -0.208 0.182 0.084
H 0.815 -0.247 1.688 0.124
H 0.918 1.427 -0.917 0.071
H 0.103 -1.334 -0.906 0.123
```

Calculated values
**E_HOMO**: -8.11 eV
**LUMO level**: 0.17 eV
**Kohn-Sham gap**: 8.28 eV

=====

Preferred: version P; penalty for the next structure: 3.018 eV.